Here is a structure of composition C26H30BrN9O5ReS in a non-equilibrium geometry from the Open Molecules 2025 dataset. Energies are from ωB97M-V with the def2-TZVPD basis set.

## Properties
molar mass: 846.762 g mol⁻¹
highest occupied orbital energy (spin up / spin down): -0.42107 / -0.42178 Ha
2S+1: 2
LUMO (spin up / spin down): -0.3165 / -0.2967 Eh
charge: +2
maximum force: 3.8 eV Å⁻¹
<S²>: 0.767
HOMO-LUMO gap (spin up / spin down): 0.105 / 0.125 Ha

Each line ends with the Löwdin charge.
Cartesian coordinates (Å):
Re1 0.5588 -1.0581 1.6234  1.454
C1 2.4800 3.3601 2.6638  0.016
O1 3.3016 2.3276 2.1102  0.042
C2 2.7705 1.1321 2.0171  -0.528
O2 1.6500 0.8399 2.4353  -0.075
N1 3.5776 0.2345 1.4142  0.066
N2 3.0923 -1.0641 1.1817  0.014
H1 3.0410 4.2790 2.5176  0.114
H2 2.3163 3.1814 3.7264  0.105
H3 1.5217 3.3998 2.1422  0.100
H4 4.5093 0.5052 1.1237  0.185
H5 3.5059 -1.7342 1.8378  0.124
H6 3.3174 -1.3509 0.2276  0.051
C3 -1.8976 2.0019 6.5672  0.017
C4 -2.3170 1.3026 5.3415  -0.286
N3 -3.5278 1.2186 4.8835  0.158
N4 -3.4598 0.4916 3.7694  0.063
C5 -2.2004 0.0827 3.5192  -0.611
S1 -1.8214 -0.9974 2.2577  0.825
N5 -1.4558 0.6090 4.5160  -0.052
N6 -0.1192 0.3990 4.7121  0.155
H7 -2.7665 2.4884 6.9970  0.103
H8 -1.1453 2.7587 6.3520  0.097
H9 -1.4902 1.3012 7.2953  0.101
H10 -4.2884 0.3062 3.2230  0.180
H11 0.4289 0.6459 3.8895  0.050
H12 0.2000 0.8774 5.5489  0.116
O3 2.0828 -3.1659 5.0286  0.217
C6 1.6277 -2.6046 4.1210  -0.391
N7 1.1635 -2.0578 3.1712  -0.078
Br1 1.4791 -2.0848 -1.5061  0.974
C7 0.5538 -3.3346 -0.4326  -0.648
C8 0.4134 -4.6155 -0.9337  -0.071
C9 -0.2327 -5.5682 -0.1659  0.008
C10 -0.7251 -5.1711 1.0705  -0.003
C11 -0.5476 -3.8687 1.4883  -0.143
N8 0.0971 -2.9327 0.7619  -0.161
H13 0.8217 -4.8541 -1.9028  0.118
H14 -0.3416 -6.5800 -0.5230  0.134
H15 -1.2410 -5.8672 1.7102  0.128
H16 -0.9283 -3.5464 2.4483  0.077
C12 -0.0567 -2.4107 -6.2435  -0.038
C13 0.2194 -1.0605 -5.6672  -0.236
C14 0.9640 -0.1376 -6.3974  -0.035
C15 1.2392 1.1298 -5.8945  -0.064
C16 0.7738 1.4885 -4.6521  -0.033
C17 0.0175 0.5757 -3.8923  -0.210
N9 -0.3819 0.8966 -2.6134  0.085
C18 -0.7559 2.1089 -2.1247  -0.170
C19 -1.1739 3.1446 -2.9819  -0.010
C20 -1.5778 4.3612 -2.4822  -0.048
C21 -1.5845 4.5867 -1.1101  -0.069
C22 -1.2246 3.5649 -0.2481  -0.030
C23 -0.8175 2.3249 -0.7239  -0.069
C24 -0.4734 1.3090 0.3118  -0.586
O4 -0.6831 1.5559 1.5017  -0.058
O5 0.0438 0.1832 -0.0511  -0.255
C25 -0.2766 -0.7056 -4.4121  -0.190
C26 -1.2028 -1.6382 -3.7007  -0.061
H17 0.4355 -2.5251 -7.2043  0.084
H18 -1.1255 -2.5686 -6.3811  0.091
H19 0.3083 -3.1917 -5.5780  0.079
H20 1.3288 -0.4078 -7.3756  0.112
H21 1.8417 1.8163 -6.4696  0.111
H22 1.0379 2.4446 -4.2271  0.113
H23 -0.2913 0.1742 -1.8954  0.074
H24 -1.2155 2.9602 -4.0425  0.115
H25 -1.8957 5.1360 -3.1606  0.117
H26 -1.8727 5.5466 -0.7162  0.106
H27 -1.2484 3.7136 0.8220  0.112
H28 -1.4773 -1.2908 -2.7099  0.063
H29 -0.7614 -2.6298 -3.6262  0.057
H30 -2.1184 -1.7415 -4.2831  0.099